[1]
The following is a DFT calculation (the ωB97M-V functional and the def2-TZVPD basis) of a structure of composition CsO4S in a non-equilibrium geometry.

For the gap between HOMO and LUMO, the calculation gives 2.256 eV. As for the spin multiplicity: 1. The total charge is -1. The value obtained for the relative energy (zero: lowest compared OMol25 entry of this formula, charge and spin) is 57.2 kcal/mol.

Geometry (Å):
1 Cs 26.58 -19.94 6.31
2 S 26.88 -24.54 5.00
3 O 28.05 -23.72 5.21
4 O 26.43 -24.42 3.60
5 O 27.12 -25.95 5.29
6 O 25.81 -24.04 5.86

=====

[2]
The following is a DFT calculation (the ωB97M-V functional and the def2-TZVPD basis) of a structure of composition C2H6Cl2OSi in a non-equilibrium geometry.

For the gap between HOMO and LUMO, the calculation gives 9.623 eV. As for the spin multiplicity: 1. The value obtained for the relative energy (zero: lowest compared OMol25 entry of this formula, charge and spin) is 57.1 kcal/mol.

Geometry (Å):
1 C 0.99 1.66 -0.72
2 C -0.69 -1.13 1.68
3 O 0.83 0.31 -0.75
4 Si -0.25 -0.82 -0.75
5 Cl 0.64 -2.50 -1.43
6 Cl -1.98 -0.29 -1.64
7 H 1.94 1.96 -0.23
8 H 0.23 2.11 -0.17
9 H 0.79 2.19 -1.83
10 H -0.32 -0.25 2.23
11 H -1.79 -1.04 1.68
12 H -0.38 -2.21 1.94

=====

[3]
The following is a DFT calculation (the ωB97M-V functional and the def2-TZVPD basis) of a structure of composition C29H31CdGe2N3O in a non-equilibrium geometry.

Its expectation value of S² is 0.76. For the gap between HOMO and LUMO (alpha / beta), the calculation gives 7.534 / 4.286 eV. As for the spin multiplicity: 2. The total charge is +1. The value obtained for the relative energy (zero: lowest compared OMol25 entry of this formula, charge and spin) is 8.1 kcal/mol.

Geometry (Å):
1 Cd -0.39 -0.55 -0.71
2 C 1.16 -0.76 -5.00
3 C 0.66 -1.08 -3.62
4 N 0.59 -0.18 -2.70
5 N 0.90 1.08 -2.84
6 C 0.25 1.96 -2.07
7 O -0.66 1.65 -1.27
8 C 0.62 3.37 -2.29
9 C -0.21 4.37 -1.78
10 C 0.08 5.69 -2.03
11 C 1.19 6.03 -2.79
12 C 2.03 5.04 -3.29
13 C 1.74 3.71 -3.05
14 C 0.15 -2.42 -3.31
15 C 0.44 -3.54 -4.09
16 C -0.21 -4.73 -3.84
17 C -1.13 -4.79 -2.80
18 C -1.32 -3.65 -2.03
19 N -0.71 -2.50 -2.27
20 H 0.76 0.21 -5.29
21 H 2.24 -0.67 -5.01
22 H 0.85 -1.50 -5.72
23 H -1.07 4.08 -1.19
24 H -0.56 6.47 -1.64
25 H 1.41 7.07 -2.98
26 H 2.89 5.32 -3.87
27 H 2.37 2.93 -3.44
28 H 1.18 -3.48 -4.87
29 H -0.02 -5.59 -4.45
30 H -1.69 -5.68 -2.59
31 H -2.01 -3.65 -1.19
32 C -3.14 -2.76 1.78
33 Ge -2.68 -0.97 2.55
34 C -3.74 0.41 1.60
35 C -2.91 -0.96 4.53
36 Ge -0.34 -0.44 1.82
37 C 1.07 -1.76 2.29
38 C 2.35 -1.67 1.76
39 C 3.32 -2.61 2.09
40 C 3.00 -3.66 2.93
41 C 1.72 -3.76 3.46
42 C 0.76 -2.82 3.14
43 C 0.25 1.40 2.25
44 C -0.52 2.18 3.11
45 C -0.15 3.47 3.42
46 C 1.00 4.01 2.87
47 C 1.78 3.25 2.00
48 C 1.40 1.96 1.69
49 H -4.00 -3.18 2.29
50 H -2.32 -3.46 1.88
51 H -3.39 -2.66 0.72
52 H -4.81 0.20 1.66
53 H -3.44 0.44 0.55
54 H -3.58 1.40 2.03
55 H -3.94 -1.20 4.77
56 H -2.67 0.01 4.94
57 H -2.28 -1.70 5.00
58 H 2.61 -0.86 1.08
59 H 4.32 -2.52 1.69
60 H 3.74 -4.40 3.17
61 H 1.47 -4.59 4.11
62 H -0.23 -2.88 3.56
63 H -1.41 1.75 3.55
64 H -0.75 4.07 4.09
65 H 1.30 5.02 3.10
66 H 2.67 3.67 1.57
67 H 2.00 1.38 1.00

=====

[4]
The following is a DFT calculation (the ωB97M-V functional and the def2-TZVPD basis) of a cluster of 18 separate species, CH35O20 in total in a non-equilibrium geometry.

For the gap between HOMO and LUMO, the calculation gives 8.566 eV. As for the spin multiplicity: 1. The total charge is -1. The value obtained for the relative energy (zero: lowest compared OMol25 entry of this formula, charge and spin) is 23.0 kcal/mol.

Geometry (Å):
1 C 0.46 0.00 0.37
2 O 1.00 -0.50 1.35
3 O -0.59 -0.62 -0.22
4 O 0.94 0.98 -0.27
5 H -0.76 -1.33 0.34
6 O 0.62 -3.44 -0.59
7 H 1.43 -2.89 -0.47
8 H 0.88 -4.34 -0.30
9 O -1.00 1.29 2.62
10 H -0.40 0.62 2.34
11 H -1.31 1.79 1.86
12 O -3.05 -0.94 2.76
13 H -2.22 -0.41 2.74
14 H -2.87 -1.73 2.28
15 O 2.58 2.37 1.22
16 H 2.05 1.64 1.00
17 H 1.97 2.85 1.69
18 O -1.17 2.92 -2.15
19 H -1.32 2.70 -1.21
20 H -0.94 3.83 -2.38
21 O 2.83 -2.04 0.27
22 H 2.34 -1.48 0.80
23 H 3.42 -1.51 -0.29
24 O -1.41 -2.87 1.62
25 H -1.13 -2.97 2.53
26 H -1.94 -3.62 1.40
27 O 0.87 -0.18 4.38
28 H 1.39 -0.43 3.61
29 H 0.12 -0.78 4.28
30 O -2.71 0.68 -2.74
31 H -2.82 1.20 -1.95
32 H -1.77 0.37 -2.79
33 O 2.57 2.73 -2.81
34 H 2.49 2.62 -3.75
35 H 2.51 1.90 -2.41
36 O -2.05 1.91 0.20
37 H -2.95 2.22 0.07
38 H -2.05 0.93 0.22
39 O 3.07 0.15 -1.55
40 H 3.79 0.51 -1.03
41 H 2.26 0.30 -1.09
42 O 1.24 -3.15 2.46
43 H 1.71 -2.31 2.66
44 H 0.50 -2.82 1.91
45 O 0.07 0.67 -3.43
46 H -0.05 -0.21 -3.10
47 H -0.03 1.26 -2.66
48 O -0.56 -2.03 -2.84
49 H -0.01 -2.31 -3.53
50 H -0.11 -2.15 -1.99
51 O 1.16 3.74 -0.92
52 H 1.55 3.45 -1.71
53 H 1.11 2.97 -0.34
54 O -3.66 -0.56 0.24
55 H -4.60 -0.38 0.18
56 H -3.45 -0.61 1.15

=====

[5]
The following is a DFT calculation (the ωB97M-V functional and the def2-TZVPD basis) of a cluster of 4 separate species, C25H32N3O2S2 in total in a non-equilibrium geometry.

For the gap between HOMO and LUMO, the calculation gives 8.750 eV. As for the spin multiplicity: 1. The total charge is +1.

Geometry (Å):
1 C -0.06 -6.07 -0.21
2 C -0.12 -5.36 -1.17
3 C -0.08 -4.36 -2.28
4 C 0.64 -3.07 -1.73
5 C -0.10 -1.74 -2.11
6 S -0.56 -0.89 -0.54
7 C 0.06 0.83 -0.55
8 C -0.57 1.53 0.70
9 C 0.39 2.60 1.29
10 S 1.25 1.81 2.70
11 C -2.38 -0.76 -0.44
12 C -2.92 -2.22 -0.39
13 O -2.23 -3.14 -0.13
14 O -4.27 -2.35 -0.64
15 H 0.07 -6.41 0.80
16 H -1.10 -4.06 -2.57
17 H 0.46 -4.77 -3.14
18 H 1.70 -3.08 -2.01
19 H 0.60 -3.17 -0.64
20 H -1.00 -1.96 -2.70
21 H 0.58 -1.11 -2.69
22 H 1.16 0.82 -0.41
23 H -0.20 1.36 -1.47
24 H -0.78 0.80 1.51
25 H -1.56 1.96 0.41
26 H -0.23 3.46 1.58
27 H 1.13 2.84 0.51
28 H 1.64 2.83 3.53
29 H -2.81 -0.20 -1.28
30 H -2.60 -0.30 0.54
31 H -4.70 -1.72 -0.04
32 N -3.00 3.56 1.52
33 C -3.31 4.68 0.86
34 C -4.30 5.56 1.26
35 C -5.01 5.27 2.41
36 C -4.72 4.11 3.11
37 C -3.71 3.30 2.62
38 H -2.72 4.87 -0.03
39 H -4.50 6.46 0.69
40 H -5.80 5.94 2.75
41 H -5.26 3.85 4.01
42 H -3.44 2.38 3.14
43 N 2.41 -6.71 -3.44
44 C 2.80 -7.89 -2.94
45 C 3.58 -8.80 -3.64
46 C 3.97 -8.48 -4.93
47 C 3.57 -7.27 -5.46
48 C 2.80 -6.42 -4.68
49 H 2.47 -8.09 -1.93
50 H 3.87 -9.73 -3.18
51 H 4.57 -9.17 -5.50
52 H 3.85 -6.98 -6.47
53 H 2.47 -5.46 -5.06
54 N 1.95 5.16 4.24
55 C 3.03 5.79 4.70
56 C 3.59 6.90 4.09
57 C 2.99 7.40 2.95
58 C 1.86 6.76 2.45
59 C 1.38 5.66 3.14
60 H 3.47 5.37 5.59
61 H 4.47 7.37 4.51
62 H 3.40 8.27 2.44
63 H 1.36 7.12 1.56
64 H 0.50 5.13 2.79